One molecule with the formula C19H24N2O3S, computed with the ωB97M-V functional and the def2-TZVPD basis.

Calculated values
Highest occupied orbital energy = -8.22 eV
SMILES string = CCOC(=O)CNC(=S)N(Cc1ccc(C)cc1)Cc1ccc(C)o1
HOMO-LUMO gap = 8.90 eV
Largest force on an atom = 0.354 hartree/bohr
Relative energy (zero: lowest compared OMol25 entry of this formula, charge and spin) = 327.6 kcal per mole

Element x y z (Å)
C1 -6.704 -2.316 -0.291
C2 -5.596 -1.280 0.065
O1 -4.473 -2.100 0.163
C3 -3.477 -1.236 0.447
O2 -3.519 -0.075 0.461
C4 -2.190 -1.945 0.524
N1 -1.066 -1.084 0.602
C5 -0.032 -1.196 -0.298
S1 -0.114 -2.458 -1.334
N2 0.790 0.035 -0.276
C6 1.763 0.018 -1.426
C7 3.263 -0.479 -0.861
C8 4.248 0.763 -0.801
C9 5.468 0.444 -0.416
C10 5.701 -0.758 0.498
C11 7.087 -0.966 0.858
C12 4.815 -1.858 0.515
C13 3.494 -1.540 -0.009
C14 0.793 0.841 0.829
C15 -0.252 1.780 0.671
C16 -1.180 2.380 1.466
C17 -2.103 3.103 0.687
C18 -1.618 3.175 -0.461
C19 -2.207 3.754 -1.686
O3 -0.581 2.220 -0.637
H1 -6.784 -3.186 0.435
H2 -6.285 -2.942 -1.252
H3 -7.689 -1.753 -0.657
H4 -5.913 -0.686 0.965
H5 -5.546 -0.534 -0.724
H6 -2.388 -2.456 1.513
H7 -1.875 -2.756 -0.178
H8 -1.276 -0.330 1.095
H9 1.656 -1.037 -2.067
H10 1.837 1.065 -1.837
H11 4.103 1.628 -1.359
H12 6.235 1.396 -0.612
H13 7.429 0.055 1.510
H14 7.093 -1.596 1.792
H15 7.747 -1.268 0.345
H16 4.960 -2.580 1.087
H17 2.875 -2.143 -0.084
H18 1.896 1.341 0.749
H19 0.735 0.508 1.959
H20 -1.340 2.154 2.654
H21 -2.928 3.699 1.234
H22 -1.354 4.623 -2.122
H23 -2.978 4.468 -1.586
H24 -2.519 3.106 -2.152

Atomic forces in eV per Å
-0.169 -0.709 -2.879
-4.584 -1.057 -0.306
0.797 1.913 1.244
2.486 -3.760 -2.539
-1.101 4.005 0.722
0.523 -2.592 2.207
1.343 -4.002 -2.260
-1.233 4.011 1.482
1.674 -0.566 -1.196
-0.855 -7.814 -4.071
2.888 -3.216 1.681
-0.190 6.303 1.739
-2.780 -5.597 -1.252
2.920 1.173 2.841
-0.365 -0.248 -4.559
-6.825 6.194 13.048
-2.504 10.572 -4.467
10.749 9.114 -1.320
4.461 2.160 2.643
-3.810 3.720 -0.897
0.442 -2.850 4.638
-3.030 2.251 7.983
1.337 -1.250 -6.556
8.973 14.030 7.395
0.230 1.336 1.011
-0.460 1.608 -0.392
-1.086 1.767 1.971
1.924 -1.627 1.211
0.857 -0.874 -0.342
0.416 -0.152 -0.234
0.791 -0.069 -0.517
-1.331 0.654 0.320
-0.346 4.533 2.292
-1.063 3.572 0.979
-0.116 -1.557 -0.136
-0.768 1.358 -0.879
-1.277 -3.100 1.100
-0.366 -2.278 -2.266
0.014 -0.125 -0.921
8.685 -3.743 -7.878
1.433 -6.650 4.710
-10.453 -10.578 -0.361
-2.342 -0.629 0.552
0.292 -0.444 -2.295
0.652 0.627 -3.219
1.344 -1.049 -1.633
-2.124 -3.200 0.314
-1.132 0.496 1.221
-4.919 -11.659 -9.928

Here are the natural (NBO) charges for atoms 1 to 8, given in e:
1. C -0.64
2. C -0.10
3. O -0.49
4. C 0.78
5. O -0.58
6. C -0.36
7. N -0.59
8. C 0.29